{
  "formula": "C29H37F3N4O3SiSr",
  "method": "ωB97M-V with the def2-TZVPD basis set",
  "symbols": ["Sr", "N", "C", "C", "N", "C", "C", "N", "H", "H", "H", "H", "H", "H", "H", "H", "H", "H", "H", "H", "H", "C", "C", "C", "C", "C", "C", "Si", "C", "C", "C", "C", "C", "C", "H", "H", "H", "H", "H", "H", "H", "H", "H", "H", "H", "F", "C", "F", "F", "C", "O", "O", "C", "C", "O", "C", "C", "C", "C", "C", "C", "H", "H", "H", "H", "H", "H", "H", "H", "C", "C", "C", "N", "H", "H", "H", "H", "H"],
  "coordinates": [[0.2669, 0.0104, 1.5932], [-0.4469, -0.7171, 4.1552], [0.6977, -1.2395, 4.9138], [1.9767, -0.5055, 4.5250], [2.3139, -0.6939, 3.1194], [3.1647, -1.8064, 2.7104], [2.3414, -2.9762, 2.1702], [1.4460, -2.5211, 1.1026], [-1.2860, -1.2490, 4.3499], [-0.6324, 0.2467, 4.4261], [0.5596, -1.1653, 5.9986], [0.8040, -2.2987, 4.6726], [1.8334, 0.5648, 4.7002], [2.7991, -0.8206, 5.1807], [2.6610, 0.1751, 2.7361], [3.8215, -1.4445, 1.9177], [3.7990, -2.1520, 3.5355], [3.0262, -3.7710, 1.8499], [1.7256, -3.3887, 2.9723], [1.9901, -2.1802, 0.3159], [0.8580, -3.2740, 0.7619], [-4.6658, 1.2460, -2.9614], [-5.1790, 0.9900, -1.6967], [-4.4939, 0.1606, -0.8169], [-3.2743, -0.4362, -1.1555], [-2.7740, -0.1450, -2.4301], [-3.4552, 0.6688, -3.3252], [-2.2821, -1.4617, 0.1214], [-1.7759, -3.0833, -0.7669], [-2.3074, -4.3220, -0.3901], [-1.8571, -5.5151, -0.9407], [-0.8607, -5.5093, -1.9068], [-0.3168, -4.2963, -2.3075], [-0.7638, -3.1136, -1.7337], [-5.2053, 1.8769, -3.6569], [-6.1263, 1.4245, -1.3992], [-4.9272, -0.0397, 0.1577], [-1.8262, -0.5737, -2.7406], [-3.0421, 0.8517, -4.3112], [-3.4217, -1.9957, 0.9587], [-3.0989, -4.3496, 0.3504], [-2.2943, -6.4538, -0.6212], [-0.5139, -6.4375, -2.3432], [0.4613, -4.2713, -3.0616], [-0.2986, -2.1850, -2.0501], [1.2460, 3.9176, 4.5408], [1.0202, 4.0559, 3.2217], [-0.0322, 4.8681, 3.0775], [2.0792, 4.6747, 2.6997], [0.7630, 2.6650, 2.5888], [1.6634, 2.1782, 1.8831], [-0.3251, 2.1315, 2.8732], [3.8078, 1.9087, -0.2418], [2.8609, 0.8840, -0.7937], [2.4857, -0.0589, -0.1094], [2.4063, 1.0031, -2.2059], [1.3675, 0.1868, -2.6473], [0.9220, 0.2680, -3.9539], [1.5192, 1.1632, -4.8330], [2.5567, 1.9783, -4.4037], [2.9961, 1.9033, -3.0908], [3.8822, 1.7924, 0.8336], [3.4679, 2.9177, -0.4701], [4.7899, 1.7696, -0.7019], [0.9042, -0.4934, -1.9466], [0.1078, -0.3625, -4.2878], [1.1721, 1.2256, -5.8565], [3.0220, 2.6728, -5.0904], [3.8028, 2.5439, -2.7606], [-2.1229, 4.6037, -0.5810], [-2.3173, 3.1742, -1.0823], [-1.2109, 2.3002, -0.7180], [-0.3747, 1.5764, -0.4144], [-2.9660, 5.2173, -0.8940], [-1.2109, 5.0414, -0.9853], [-2.0620, 4.6324, 0.5064], [-2.4240, 3.1258, -2.1671], [-3.2173, 2.7121, -0.6691]],
  "forces_ev_per_angstrom": [[-0.328, -0.757, -0.582], [0.201, 0.155, 0.031], [-0.003, -0.062, 0.043], [0.039, -0.223, 0.071], [0.077, 0.611, -0.133], [-0.283, -0.149, 0.032], [-0.015, -0.017, 0.027], [0.082, 0.085, 0.104], [-0.008, -0.021, -0.068], [-0.063, -0.027, 0.021], [0.014, 0.013, -0.009], [-0.012, -0.004, 0.039], [-0.007, 0.009, -0.035], [-0.051, -0.049, 0.028], [0.323, 0.061, 0.092], [0.016, -0.021, -0.014], [-0.003, 0.000, -0.002], [0.007, 0.012, 0.016], [0.002, -0.023, -0.016], [-0.031, -0.071, -0.058], [-0.051, 0.032, -0.007], [0.004, -0.016, -0.013], [-0.023, -0.011, -0.008], [-0.020, 0.001, 0.029], [0.030, -0.013, -0.069], [0.017, -0.004, -0.014], [-0.022, 0.010, -0.001], [0.101, 0.043, 0.269], [-0.002, 0.003, -0.027], [-0.017, 0.006, 0.017], [0.000, -0.012, -0.003], [0.004, 0.001, -0.005], [-0.004, -0.015, 0.004], [0.033, 0.007, -0.011], [0.000, 0.004, 0.002], [-0.006, 0.001, -0.002], [0.002, -0.010, 0.006], [-0.003, -0.010, 0.007], [-0.001, 0.004, -0.001], [-0.041, 0.007, -0.039], [-0.003, 0.000, 0.001], [-0.001, -0.004, -0.002], [0.003, 0.000, -0.002], [0.005, -0.006, -0.005], [-0.014, 0.004, 0.009], [0.020, -0.058, 0.142], [-0.029, 0.004, -0.034], [-0.146, 0.052, -0.036], [0.142, 0.034, -0.093], [-0.059, 0.084, 0.025], [0.400, -0.002, 0.064], [-0.229, 0.081, 0.275], [0.036, -0.042, -0.010], [-0.002, -0.068, -0.066], [-0.087, 0.171, 0.134], [0.027, 0.009, -0.022], [0.005, -0.002, -0.018], [0.002, -0.009, 0.019], [-0.011, -0.007, -0.019], [0.002, 0.002, 0.006], [-0.023, -0.002, 0.023], [0.005, -0.004, 0.003], [-0.019, 0.006, 0.019], [-0.004, 0.010, -0.009], [0.013, 0.015, 0.011], [0.000, -0.003, -0.005], [0.004, 0.004, -0.002], [0.000, 0.004, 0.001], [0.002, 0.005, -0.008], [0.005, 0.029, 0.024], [-0.013, -0.034, -0.029], [-0.082, -0.131, -0.037], [0.077, 0.263, -0.063], [-0.005, -0.004, 0.002], [-0.002, 0.002, -0.007], [0.009, -0.012, -0.001], [0.011, 0.033, 0.014], [0.001, 0.028, -0.023]],
  "e_lumo_ev": -0.16,
  "gap_ev": 5.9,
  "homo_energy_ev": -6.076
}